# 1
ORCA calculation (the ωB97M-V functional and the def2-TZVPD basis) on a molecular structure, C13H42N12O7Pb in a non-equilibrium geometry.

```
75
Properties=species:S:1:pos:R:3:forces:R:3:lowdin_charge:R:1
Pb -20.36954 11.70125 -5.64260 0.433 0.573 -1.639 1.610
O -17.53167 12.37198 -6.27591 -2.799 -2.066 0.349 0.000
O -18.89839 9.86569 -6.74462 -1.310 0.231 0.913 -0.071
O -22.67270 12.66077 -6.14763 3.126 -2.155 1.007 -0.057
O -21.14670 12.36738 -3.37107 -0.008 -0.136 1.833 -0.360
O -21.75434 10.15493 -7.61510 0.052 -0.897 -1.075 -0.275
O -19.81628 14.14423 -5.39642 1.073 -2.264 -0.623 -0.052
O -20.02624 12.74163 -7.93284 -2.304 -0.502 1.168 -0.098
N -15.52725 12.96352 -5.64868 5.215 -1.798 3.541 0.185
N -19.68030 14.18792 -9.55980 -0.586 2.309 -1.738 0.203
N -21.48467 9.57615 -4.87071 0.254 -0.901 1.098 -0.040
N -18.26379 12.50343 -9.20614 2.021 -0.513 -1.658 0.199
N -19.89184 16.09006 -4.36310 1.321 1.135 2.264 0.185
N -21.22186 15.82206 -6.01102 -2.229 0.218 -2.575 0.171
N -18.15790 8.51460 -8.43572 -2.074 0.284 -0.888 0.174
N -23.89083 14.47860 -5.85806 -0.721 1.869 0.374 0.187
N -16.62042 14.32062 -6.81815 -1.516 4.013 -2.436 0.194
N -24.72974 12.73684 -6.93300 -2.001 -1.637 -1.578 0.198
N -18.67991 11.00029 -3.85744 1.318 -0.810 -0.367 -0.034
N -16.86017 8.96673 -6.82399 4.088 0.314 3.148 0.198
C -21.80871 10.24389 -9.05153 -0.808 1.378 0.422 -0.062
C -19.39631 13.11987 -8.89031 1.637 -2.179 2.212 -0.762
C -23.69400 13.24564 -6.30719 -0.915 1.868 0.067 -0.752
C -16.65890 13.18335 -6.19361 -0.521 -0.107 -1.400 -0.804
C -22.46545 12.68277 -2.80336 1.002 0.478 -1.488 -0.016
C -20.03752 12.39496 -2.44641 -0.811 -0.929 0.951 -0.162
C -23.70262 9.13412 -5.61114 0.143 -0.546 -1.525 -0.030
C -19.25809 11.08812 -2.54953 0.396 -0.122 1.446 -0.423
C -20.26845 15.24305 -5.30087 -0.356 1.582 0.906 -0.728
C -18.04519 9.17341 -7.24581 -1.377 -0.904 -3.487 -0.730
C -22.20955 8.68143 -5.73560 -1.476 0.639 -1.818 -0.347
C -21.68410 8.78543 -7.25238 -1.117 -0.400 2.404 -0.169
C -18.06072 10.99519 -1.57183 -0.901 1.338 0.407 -0.031
H -24.62585 11.76690 -7.19474 -0.181 0.296 -0.352 0.109
H -22.19199 7.69124 -5.28027 0.317 -0.443 -0.746 0.144
H -22.78544 12.14665 -1.90988 0.515 -0.274 -0.054 0.102
H -16.18359 8.63625 -7.49714 0.334 0.176 0.876 0.132
H -22.37729 8.12535 -7.77381 -0.070 0.266 -0.644 0.129
H -19.07093 8.55917 -8.86524 0.474 -0.267 -0.380 0.094
H -22.11446 9.51273 -4.08366 0.326 0.875 0.898 0.088
H -19.39765 13.26766 -2.57698 0.124 -0.013 -0.554 0.129
H -16.63604 9.51587 -6.00648 0.798 -0.166 -0.262 0.124
H -19.06755 14.34286 -10.34760 -0.976 0.773 -0.285 0.126
H -23.08877 12.44845 -3.66630 -0.434 0.165 0.394 0.075
H -15.41308 12.19958 -4.99794 0.142 0.166 -0.349 0.123
H -23.16711 14.97753 -5.36068 -0.223 -0.121 -0.323 0.092
H -17.32665 11.75069 -1.85193 0.409 -0.144 -0.559 0.084
H -24.31976 8.41707 -6.15251 -0.134 -0.145 0.139 0.088
H -22.80937 9.95218 -9.37041 0.161 -0.745 -0.235 0.099
H -20.66744 8.42014 -7.39754 -0.042 -0.131 0.315 0.095
H -17.63660 9.99164 -1.60513 0.020 0.188 0.427 0.099
H -24.09489 9.20070 -4.59635 0.331 -0.140 0.139 0.088
H -20.99707 9.75719 -9.59231 -0.047 -0.370 0.239 0.092
H -20.62998 14.50339 -9.42305 0.360 0.426 -0.698 0.131
H -17.46960 14.61716 -7.27757 0.267 0.121 0.013 0.114
H -14.73674 13.56470 -5.83249 -0.115 -0.318 0.399 0.126
H -18.57108 10.01495 -4.05071 -0.304 -0.456 -0.615 0.078
H -24.74338 14.92708 -6.16156 0.262 0.337 0.604 0.121
H -19.81812 10.16085 -2.42857 -0.950 0.526 0.502 0.142
H -17.86018 11.75166 -8.66575 -0.441 0.376 0.225 0.106
H -17.38685 8.00869 -8.84758 -0.616 -0.017 -0.028 0.116
H -25.36925 13.32317 -7.45005 -0.075 -0.358 0.214 0.126
H -19.27336 15.73174 -3.64953 -0.163 0.529 -0.002 0.124
H -18.29074 11.41054 -0.59067 -0.261 -0.963 0.462 0.091
H -21.79214 11.29736 -9.33086 0.401 0.121 0.329 0.082
H -22.44043 13.75816 -2.62730 -0.419 -0.002 0.207 0.097
H -17.68247 12.93681 -9.90925 0.157 -0.464 0.122 0.115
H -20.37419 16.97474 -4.29384 0.643 -0.173 0.595 0.118
H -21.50154 16.76869 -5.79707 0.064 -0.271 -0.442 0.124
H -23.89244 10.08272 -6.11334 0.360 0.142 0.189 0.051
H -21.54402 15.41133 -6.87567 0.089 0.046 0.216 0.117
H -15.87572 14.99056 -6.68886 -0.444 -0.077 -0.025 0.124
H -17.72937 11.17085 -3.56169 0.702 0.910 -1.476 0.068
H -20.39492 12.46983 -1.41939 -0.341 0.058 0.049 0.133
H -20.69859 9.01404 -4.57707 0.729 0.197 0.262 0.082
```
Forces are in eV/Å.

Output
Charge ... +2
ΔE to the lowest compared entry with this formula, charge and spin ... 91.7 kcal/mol
Max |F| ... 6.56 eV/A
Orbital gap ... 9.389 eV


# 2
ORCA calculation (the ωB97M-V functional and the def2-TZVPD basis) on C15H27N7O2 in the gas phase in a non-equilibrium geometry.

```
51
Properties=species:S:1:pos:R:3:forces:R:3:nbo_charge:R:1
O 2.28057 3.25639 2.26921 0.191 -0.022 -0.169 -0.422
O 3.98443 2.60558 1.11972 0.093 0.107 0.176 -0.469
N 3.53341 0.99727 -0.85677 0.194 0.195 -0.049 -0.766
N 2.81807 2.45274 1.51023 0.182 0.818 0.291 0.518
N 1.40943 0.18488 -0.94568 -0.012 -0.178 -0.428 -0.618
N 0.59425 1.04562 2.95022 0.092 0.022 -0.223 -0.381
N -0.08404 0.36057 0.88947 -0.253 0.062 0.260 -0.613
N -0.77427 -0.52043 -1.08224 -0.205 0.036 0.047 -0.561
N -2.01140 -1.25150 -5.08263 0.042 -0.001 -0.100 -0.445
C 1.43076 0.50749 5.23601 0.078 -0.190 -0.310 -0.413
C -1.19136 -0.07479 -4.83789 -0.062 0.099 0.253 -0.218
C 2.33952 0.84367 -0.27075 0.133 0.218 0.318 0.489
C -0.37623 -1.26046 4.91983 0.105 -0.095 -0.276 -0.391
C -1.62233 -1.93631 -6.29765 -0.012 -0.004 0.065 -0.405
C -0.75093 0.75967 3.39941 -0.537 -0.265 -0.149 -0.221
C 1.63134 1.27428 3.92899 0.336 0.423 0.537 -0.206
C 0.84971 0.95128 1.63545 0.056 0.088 -0.258 0.507
C -0.99480 -0.73451 3.62886 0.031 0.110 0.271 -0.408
C 2.07184 1.38948 1.02789 -0.540 -0.915 -0.450 -0.220
C 1.12036 -0.97826 5.03778 -0.167 0.055 0.307 -0.406
C -3.42551 -0.94083 -5.10006 0.077 -0.048 0.062 -0.414
C -1.19477 0.32834 -3.36350 0.158 -0.317 -0.162 -0.410
C 0.21000 0.05420 -0.37164 0.442 0.067 0.340 0.620
C -0.67871 -0.81724 -2.48750 -0.124 0.133 -0.319 -0.230
H -3.71561 -0.48833 -4.15474 -0.110 0.037 0.027 0.197
H -0.57647 -2.23079 -6.22620 0.039 -0.031 -0.067 0.199
H 2.58117 0.95044 3.48963 -0.091 0.074 0.037 0.201
H -3.99005 -1.86378 -5.22437 -0.086 0.007 0.005 0.201
H 1.50492 -1.53531 5.89498 0.054 -0.034 -0.054 0.210
H -2.22708 -2.83570 -6.40561 0.008 -0.052 -0.079 0.199
H 0.37386 -1.00201 -2.70408 -0.116 -0.109 -0.068 0.227
H -1.42795 1.10645 2.61619 0.034 0.049 0.225 0.234
H -1.25808 -1.71725 -2.70441 0.134 0.041 0.036 0.215
H 4.19412 1.62352 -0.40655 -0.122 -0.267 -0.148 0.434
H -1.68225 -0.51865 -0.64492 0.127 -0.029 0.070 0.402
H -0.59161 -1.27360 2.77084 -0.068 -0.011 -0.024 0.218
H 2.36195 0.61435 5.79605 -0.030 0.097 0.008 0.222
H 3.61628 0.74243 -1.82501 -0.086 -0.024 0.000 0.401
H -3.69703 -0.25166 -5.91617 -0.003 0.028 -0.020 0.163
H 1.71865 2.34834 4.14356 0.051 -0.273 -0.008 0.226
H -2.20230 0.60155 -3.04567 -0.035 0.079 0.038 0.192
H -0.94109 1.32923 4.31001 -0.013 0.050 -0.020 0.198
H -1.51697 0.78149 -5.45463 0.073 -0.067 -0.060 0.170
H 1.63496 -1.34674 4.14813 0.101 -0.081 -0.041 0.199
H -0.53944 -2.33949 4.96869 -0.057 -0.004 0.070 0.208
H -0.16487 -0.31923 -5.12084 0.004 0.033 -0.055 0.196
H -2.07179 -0.90960 3.65645 -0.065 -0.018 -0.070 0.208
H -0.88812 -0.81336 5.77604 -0.023 -0.025 0.082 0.190
H -0.55505 1.20216 -3.23175 -0.028 0.073 0.049 0.215
H -1.75438 -1.31800 -7.19964 -0.003 0.015 -0.041 0.161
H 0.64490 0.96642 5.83723 0.012 0.047 0.072 0.198
```
Forces are in eV/Å.

Output
ΔE to the lowest compared entry with this formula, charge and spin ... 0.1 kcal/mol
Max |F| ... 1.15 eV/A
Structure (SMILES) ... CN(C)CCCNc1nc(N)c([N+](=O)[O-])c(N2CCCCCC2)n1
Orbital gap ... 8.817 eV


# 3
ORCA calculation (the ωB97M-V functional and the def2-TZVPD basis) on 2 unconnected molecules or ions with the total composition C5H9NO3 in a non-equilibrium geometry.

```
18
Properties=species:S:1:pos:R:3:forces:R:3:nbo_charge:R:1
O 0.06335 1.06693 -2.18738 -0.886 -1.223 -0.127 -0.477
O 0.07854 0.40367 2.09020 0.105 -0.596 -0.378 -0.735
O -1.96985 0.04972 1.22813 1.527 -0.612 -0.898 -0.654
N 0.23593 -0.76783 -0.39941 -1.203 0.688 -1.791 -0.422
C -0.83623 0.48200 1.06199 -2.302 4.244 1.724 0.807
C 0.43669 0.20740 -1.45424 1.316 0.373 1.403 0.729
C -0.05824 -2.16460 -0.67144 -0.351 -0.255 0.054 -0.415
C 1.57380 -0.26683 -0.68971 1.056 0.266 -0.410 -0.370
C -0.72273 2.02802 0.42517 -0.050 -2.011 0.823 -0.698
H 2.23325 -0.94858 -1.20876 0.295 -0.129 0.027 0.206
H -1.01741 2.62653 1.28863 -0.054 -0.209 0.096 0.229
H -0.41020 -0.03216 2.81033 0.247 -0.147 -0.246 0.491
H -1.49511 2.15223 -0.33341 0.442 -0.107 -0.144 0.234
H 0.01643 -2.38016 -1.73949 -0.076 -0.089 0.004 0.193
H 2.00798 0.34567 0.08649 0.219 0.020 0.145 0.228
H 0.65474 -2.80536 -0.14615 -0.094 0.183 0.082 0.208
H -1.06851 -2.37603 -0.31933 0.043 -0.061 -0.086 0.233
H 0.27756 2.37936 0.15838 -0.234 -0.334 -0.277 0.213
```
Forces are in eV/Å.

Output
ΔE to the lowest compared entry with this formula, charge and spin ... 96.5 kcal/mol
Max |F| ... 5.13 eV/A
Structure (SMILES) ... CN1CC1=O.CC(=O)O
Orbital gap ... 10.096 eV